Record 1
C27H63N8O7 | ωB97M-V/def2-TZVPD

Calculated values
lowest unoccupied orbital energy	1.37	eV
E_tot	-2031.296534	a.u.
charge	-1
HOMO level	-1.927	eV

Cartesian coordinates (Å):
C 0.080 -3.724 -5.723
C -1.299 -3.697 -5.059
C -1.366 -4.478 -3.727
C -1.694 -3.668 -2.463
C -0.463 -2.906 -1.965
C -0.173 -1.669 -2.798
N -1.151 -0.589 -2.587
H 0.178 -2.882 -6.425
H 0.855 -3.542 -4.952
H -1.668 -2.674 -4.851
H -2.048 -4.119 -5.736
H -0.373 -4.917 -3.582
H -2.068 -5.311 -3.807
H -2.061 -4.322 -1.668
H -2.492 -2.950 -2.677
H -0.553 -2.602 -0.917
H 0.395 -3.582 -2.037
H -0.148 -1.972 -3.840
H 0.829 -1.305 -2.550
H -0.685 0.236 -2.228
H -1.578 -0.314 -3.462
C 0.366 0.450 1.618
C 1.163 0.143 0.369
O 1.336 0.968 -0.516
N 1.678 -1.110 0.256
C 1.565 -2.215 1.182
H 0.000 1.470 1.556
H -0.484 -0.229 1.699
H 0.970 0.351 2.520
H 2.164 -1.269 -0.613
H 2.547 -2.554 1.519
H 1.050 -3.061 0.724
H 0.997 -1.905 2.054
C -0.252 4.488 4.544
C -0.252 2.988 4.710
O -1.110 2.281 4.201
N 0.734 2.440 5.467
C 1.826 3.105 6.152
H -1.095 4.754 3.915
H -0.375 4.981 5.508
H 0.667 4.845 4.078
H 0.668 1.437 5.535
H 2.794 2.762 5.783
H 1.798 2.927 7.226
H 1.763 4.176 5.988
C 0.339 1.309 -7.749
C -0.001 0.084 -6.925
O -1.052 -0.512 -7.085
N 0.961 -0.341 -6.065
C 2.214 0.318 -5.776
H -0.491 1.514 -8.421
H 0.539 2.199 -7.151
H 1.228 1.141 -8.360
H 0.776 -1.222 -5.587
H 3.064 -0.316 -6.042
H 2.298 0.561 -4.714
H 2.296 1.238 -6.344
C -3.923 4.047 5.166
C -3.604 4.913 6.362
O -2.768 5.802 6.328
N -4.294 4.661 7.510
C -5.307 3.654 7.740
H -3.298 4.356 4.337
H -3.718 2.997 5.376
H -4.971 4.150 4.883
H -4.041 5.268 8.274
H -6.259 4.103 8.027
H -5.007 2.959 8.527
H -5.466 3.081 6.833
C 3.845 -2.028 -9.152
C 2.611 -1.158 -9.262
O 2.667 -0.022 -9.730
N 1.450 -1.672 -8.802
C 1.203 -2.962 -8.174
H 4.682 -1.464 -9.554
H 4.049 -2.289 -8.114
H 3.728 -2.954 -9.715
H 0.659 -1.054 -8.897
H 0.485 -3.546 -8.749
H 0.801 -2.846 -7.166
H 2.130 -3.525 -8.114
C -5.834 -1.242 0.262
C -5.033 -1.057 1.534
O -5.498 -1.336 2.631
N -3.776 -0.573 1.402
C -3.081 -0.184 0.183
H -6.806 -1.636 0.541
H -5.963 -0.296 -0.265
H -5.341 -1.938 -0.417
H -3.287 -0.475 2.278
H -2.189 -0.784 0.019
H -2.791 0.868 0.234
H -3.721 -0.321 -0.680
C 6.379 1.579 8.154
C 4.868 1.659 8.113
O 4.279 2.722 8.201
N 4.185 0.491 7.969
C 4.716 -0.850 7.840
H 6.757 2.589 8.270
H 6.721 0.968 8.990
H 6.778 1.148 7.235
H 3.184 0.607 7.958
H 4.418 -1.307 6.895
H 4.374 -1.493 8.652
H 5.800 -0.819 7.870

Results of the Löwdin charge analysis, in e, for atoms 1 through 99: C -0.217; C -0.360; C -0.237; C -0.224; C -0.223; C -0.290; N 0.032; H -0.089; H -0.016; H 0.070; H 0.075; H 0.084; H 0.090; H 0.092; H 0.097; H 0.075; H 0.105; H 0.051; H 0.090; H 0.049; H 0.063; C -0.011; C -0.546; O 0.022; N 0.016; C -0.081; H 0.080; H 0.067; H 0.078; H 0.133; H 0.080; H 0.073; H 0.070; C -0.008; C -0.545; O 0.013; N 0.010; C -0.081; H 0.073; H 0.078; H 0.086; H 0.131; H 0.079; H 0.071; H 0.076; C -0.021; C -0.574; O 0.035; N 0.030; C -0.070; H 0.082; H 0.077; H 0.055; H 0.097; H 0.080; H 0.078; H 0.068; C -0.005; C -0.540; O 0.023; N 0.002; C -0.083; H 0.068; H 0.086; H 0.087; H 0.135; H 0.081; H 0.081; H 0.071; C -0.019; C -0.558; O -0.019; N 0.030; C -0.085; H 0.072; H 0.076; H 0.079; H 0.114; H 0.089; H -0.057; H 0.075; C -0.013; C -0.560; O 0.009; N 0.016; C -0.078; H 0.077; H 0.081; H 0.084; H 0.133; H 0.055; H 0.087; H 0.068; C -0.011; C -0.548; O 0.030; N 0.009; C -0.079; H 0.082

---

Record 2
C27H63N9O9 | ωB97M-V/def2-TZVPD

Calculated values
lowest unoccupied orbital energy	0.07	eV
E_tot	-2236.644263	a.u.
HOMO level	-8.880	eV
energy relative to the best compared isomer or geometry (same formula, charge and spin)	57.7	kcal per mole

Cartesian coordinates (Å):
C -4.581 1.599 1.809
C -4.281 2.862 0.988
O -4.720 3.943 1.294
N -3.397 2.668 0.080
C -2.917 3.751 -0.695
H -5.368 1.067 1.273
H -4.858 1.849 2.833
H -3.719 0.935 1.874
H -3.114 1.769 -0.284
H -2.744 4.638 -0.085
H -3.454 3.916 -1.629
H -1.943 3.328 -0.941
C 6.100 0.647 6.424
C 5.492 0.435 5.088
O 5.008 -0.650 4.720
N 5.417 1.493 4.341
C 4.902 1.553 3.011
H 6.826 1.459 6.419
H 6.543 -0.343 6.535
H 5.283 0.956 7.077
H 5.971 2.266 4.682
H 3.858 1.259 2.908
H 5.596 1.031 2.351
H 4.999 2.576 2.648
C -1.485 -2.258 0.025
C -1.282 -0.795 0.290
O -1.916 0.030 -0.287
N -0.239 -0.436 1.068
C 0.100 0.975 1.415
H -2.028 -2.391 -0.911
H -2.240 -2.673 0.692
H -0.578 -2.860 -0.027
H 0.380 -1.161 1.401
H 1.124 1.144 1.750
H -0.506 1.265 2.274
H -0.109 1.590 0.540
C -1.424 3.861 2.888
C -0.636 5.002 3.555
O -0.091 4.836 4.620
N -0.726 6.166 2.879
C -0.100 7.443 3.292
H -1.097 3.664 1.867
H -2.438 4.206 2.684
H -1.368 2.974 3.519
H -1.159 6.203 1.967
H -0.529 8.070 2.509
H 0.989 7.430 3.310
H -0.430 7.745 4.286
C 2.456 -2.066 -1.822
C 2.674 -3.653 -1.677
O 3.748 -4.089 -1.382
N 1.597 -4.439 -1.796
C 1.646 -5.885 -1.640
H 2.095 -1.666 -0.874
H 1.643 -1.783 -2.490
H 3.376 -1.633 -2.216
H 0.696 -4.093 -2.094
H 2.637 -6.315 -1.489
H 1.219 -6.263 -2.569
H 1.014 -6.173 -0.801
C 0.870 1.148 -2.753
C 0.433 2.597 -2.410
O -0.562 3.029 -3.033
N 1.198 3.271 -1.496
C 0.884 4.565 -0.937
H 1.391 0.732 -1.891
H 1.408 1.119 -3.700
H -0.043 0.566 -2.885
H 1.981 2.722 -1.171
H 0.148 4.453 -0.141
H 0.357 5.151 -1.690
H 1.808 5.030 -0.595
C -5.300 -0.906 -6.162
C -4.957 -0.138 -4.884
O -5.838 0.357 -4.175
N -3.644 0.000 -4.571
C -3.162 0.625 -3.328
H -5.151 -0.428 -7.130
H -6.356 -1.100 -5.970
H -4.854 -1.900 -6.125
H -2.930 -0.333 -5.203
H -3.973 0.528 -2.607
H -2.769 1.640 -3.384
H -2.396 -0.024 -2.904
C -2.206 -6.282 -2.001
C -1.560 -5.481 -3.097
O -1.137 -4.364 -2.829
N -1.437 -6.076 -4.259
C -0.982 -5.360 -5.480
H -1.353 -6.487 -1.353
H -2.529 -7.257 -2.365
H -3.014 -5.834 -1.422
H -1.848 -6.980 -4.446
H -1.661 -4.534 -5.693
H -0.849 -6.058 -6.306
H -0.012 -4.905 -5.280
C 3.790 -1.520 1.473
C 2.599 -1.867 2.348
O 1.602 -2.398 1.928
N 2.678 -1.545 3.633
C 1.619 -1.709 4.603
H 4.720 -1.522 2.041
H 3.648 -0.586 0.930
H 3.844 -2.305 0.719
H 3.559 -1.230 4.014
H 1.995 -1.501 5.605
H 1.322 -2.757 4.628
H 0.760 -1.125 4.272

Results of the Löwdin charge analysis, in e, for atoms 1 through 99: C 0.011; C -0.627; O 0.038; N 0.015; C -0.064; H 0.081; H 0.079; H 0.061; H 0.104; H 0.083; H 0.100; H 0.058; C 0.015; C -0.563; O 0.008; N 0.015; C -0.057; H 0.083; H 0.099; H 0.102; H 0.143; H 0.083; H 0.094; H 0.088; C 0.018; C -0.573; O 0.034; N 0.047; C -0.031; H 0.073; H 0.088; H 0.073; H 0.063; H 0.073; H 0.062; H 0.061; C 0.001; C -0.562; O 0.053; N -0.003; C -0.056; H 0.049; H 0.076; H 0.081; H 0.123; H 0.081; H 0.078; H 0.082; C 0.008; C -0.543; O 0.039; N 0.018; C -0.057; H 0.044; H 0.053; H 0.077; H 0.083; H 0.086; H 0.074; H 0.077; C 0.005; C -0.498; O -0.003; N -0.001; C -0.065; H 0.055; H 0.087; H 0.065; H 0.126; H 0.056; H 0.091; H 0.088; C -0.009; C -0.542; O 0.019; N 0.008; C -0.059; H 0.079; H 0.076; H 0.068; H 0.129; H 0.082; H 0.072; H 0.058; C 0.014; C -0.595; O 0.013; N 0.025; C -0.036; H 0.075; H 0.074; H 0.093; H 0.137; H 0.084; H 0.085; H 0.081; C 0.017; C -0.566; O 0.017

---

Question: E_tot of number 2 (C27H63N9O9)?
Answer: -2236.644263 a.u.

---

Question: Among the records above, which one has the highest lowest unoccupied orbital energy?
Answer: C27H63N8O7

---

Question: Which value of HOMO level does entry 1 give?
Answer: -1.927 eV

---

Question: Among the records above, which one has the highest HOMO level?
Answer: C27H63N8O7